1.
Formula: C23H29N3O6
Source: OMol25
Level of theory: wB97M-V/def2-TZVPD

Last columns: bonded neighbours and bond lengths (Å).
CARTESIAN COORDINATES (ANGSTROEM)
1 C -1.56186 5.53256 -5.10648  C2 1.522, H59 1.086, H60 1.087, H61 1.088
2 C -2.27477 5.80679 -3.79028  C1 1.522, H3 1.092, H4 1.095, O5 1.430
3 H -3.35784 5.73441 -3.90508  C2 1.092
4 H -2.00331 6.79728 -3.41177  C2 1.095
5 O -1.94288 4.82763 -2.80185  C2 1.430, C6 1.336
6 C -0.79768 4.99822 -2.13540  O5 1.336, O7 1.202, C8 1.524
7 O -0.05498 5.92871 -2.30119  C6 1.202
8 C -0.59121 3.87593 -1.12565  C6 1.524, C9 1.535, C52 1.532, H58 1.096
9 C -0.66195 2.50784 -1.81871  C8 1.535, H10 1.090, H11 1.093, C12 1.531
10 H -1.57403 2.43669 -2.41141  C9 1.090
11 H -0.67703 1.72315 -1.05807  C9 1.093
12 C 0.57086 2.32776 -2.70888  C9 1.531, N13 1.443, H56 1.090, H57 1.096
13 N 1.77072 2.44143 -1.91478  C12 1.443, C14 1.340, C50 1.448
14 C 2.40460 1.38241 -1.39407  N13 1.340, C15 1.400, C48 1.476
15 C 2.33996 -0.01006 -1.52449  C14 1.400, N16 1.352, C46 1.468
16 N 1.55202 -0.88366 -2.19156  C15 1.352, H17 1.012, C18 1.455
17 H 0.62860 -0.57194 -2.46334  N16 1.012
18 C 1.65288 -2.30607 -1.90207  N16 1.455, C19 1.509, H44 1.090, H45 1.094
19 C 0.84340 -2.67381 -0.68281  C18 1.509, C20 1.389, C24 1.391
20 C 1.46777 -2.86775 0.54242  C19 1.389, C21 1.383, H43 1.080
21 C 0.72292 -3.15090 1.67287  C20 1.383, C22 1.391, H42 1.080
22 C -0.66384 -3.23389 1.59573  C21 1.391, C23 1.392, C27 1.492
23 C -1.28713 -3.05713 0.36366  C22 1.392, C24 1.381, H26 1.080
24 C -0.54132 -2.77306 -0.76294  C19 1.391, C23 1.381, H25 1.082
25 H -1.03650 -2.64106 -1.71562  C24 1.082
26 H -2.36131 -3.15114 0.31048  C23 1.080
27 C -1.52229 -3.56047 2.77105  C22 1.492, O28 1.218, N29 1.355
28 O -2.56680 -4.17737 2.66039  C27 1.218
29 N -1.08602 -3.06971 3.95624  C27 1.355, H30 1.008, C31 1.441
30 H -0.17566 -2.64038 4.00335  N29 1.008
31 C -1.69183 -3.45860 5.20448  N29 1.441, C32 1.541, H40 1.094, H41 1.092
32 C -0.80919 -4.46867 5.96301  C31 1.541, O33 1.402, H38 1.101, H39 1.094
33 O -0.39353 -5.55699 5.18264  C32 1.402, C34 1.412
34 C -1.42074 -6.45685 4.82451  O33 1.412, H35 1.088, H36 1.094, H37 1.096
35 H -0.92408 -7.31340 4.37307  C34 1.088
36 H -2.11343 -6.02099 4.09839  C34 1.094
37 H -1.97961 -6.78368 5.70937  C34 1.096
38 H -1.35391 -4.81102 6.85643  C32 1.101
39 H 0.11764 -3.98080 6.28020  C32 1.094
40 H -1.84987 -2.57948 5.83615  C31 1.094
41 H -2.65874 -3.90196 4.95691  C31 1.092
42 H 1.23598 -3.34087 2.60456  C21 1.080
43 H 2.54324 -2.79545 0.60691  C20 1.080
44 H 2.70556 -2.53664 -1.73791  C18 1.090
45 H 1.29406 -2.84983 -2.78067  C18 1.094
46 C 3.51947 -0.20920 -0.67317  C15 1.468, O47 1.212, C48 1.512
47 O 4.15849 -1.17122 -0.30664  C46 1.212
48 C 3.56080 1.29005 -0.48060  C14 1.476, C46 1.512, O49 1.210
49 O 4.18995 2.09058 0.17266  C48 1.210
50 C 1.92829 3.74401 -1.30161  N13 1.448, H51 1.090, C52 1.532, H55 1.093
51 H 2.85733 3.75978 -0.73257  C50 1.090
52 C 0.73872 4.03948 -0.38279  C8 1.532, C50 1.532, H53 1.090, H54 1.092
53 H 0.82661 5.05885 -0.00799  C52 1.090
54 H 0.76120 3.35298 0.46583  C52 1.092
55 H 1.97782 4.49878 -2.09062  C50 1.093
56 H 0.55827 1.36650 -3.22363  C12 1.090
57 H 0.59268 3.11969 -3.46581  C12 1.096
58 H -1.42164 3.95302 -0.41474  C8 1.096
59 H -1.89315 6.24715 -5.85397  C1 1.086
60 H -0.48716 5.63587 -4.97731  C1 1.087
61 H -1.78455 4.52650 -5.45482  C1 1.088

- Spin multiplicity: 1
- Kohn-Sham gap: 8.2 eV
- Relative energy (zero: lowest compared OMol25 entry of this formula, charge and spin): 1.443 eV
- SMILES string: CCOC(=O)C1CCN(c2c(NCc3ccc(C(=O)NCCOC)cc3)c(=O)c2=O)CC1
- HOMO level: -7.88 eV
- E: -41076.856 eV

natural (NBO) atomic charge list, values in e, 2 entries: -0.6355 -0.0761

2.
Formula: C23H29N3O6S
Source: OMol25
Level of theory: wB97M-V/def2-TZVPD

Last columns: bonded neighbours and bond lengths (Å).
CARTESIAN COORDINATES (ANGSTROEM)
1 C -6.63729 -0.75143 -2.61020  H2 1.094, O3 1.408, H61 1.089, H62 1.095
2 H -6.23211 -0.14494 -3.42619  C1 1.094
3 O -6.59869 -0.06048 -1.38439  C1 1.408, C4 1.360
4 C -5.39246 0.34517 -0.90344  O3 1.360, C5 1.390, C9 1.397
5 C -4.16445 0.10745 -1.51076  C4 1.390, C6 1.385, H60 1.078
6 C -2.99176 0.56292 -0.93076  C5 1.385, C7 1.389, H59 1.077
7 C -3.02459 1.26188 0.26859  C6 1.389, C8 1.395, N12 1.402
8 C -4.25670 1.50152 0.87795  C7 1.395, C9 1.376, H11 1.081
9 C -5.42263 1.05038 0.30246  C4 1.397, C8 1.376, H10 1.078
10 H -6.37828 1.23175 0.76705  C9 1.078
11 H -4.29701 2.04295 1.81221  C8 1.081
12 N -1.87563 1.75000 0.90763  C7 1.402, C13 1.353, H58 1.011
13 C -0.58802 1.69836 0.49487  N12 1.353, O14 1.219, C15 1.519
14 O -0.22218 1.17788 -0.54465  C13 1.219
15 C 0.39325 2.39398 1.42204  C13 1.519, H16 1.090, H17 1.092, C18 1.541
16 H -0.11390 2.87464 2.25821  C15 1.090
17 H 1.08430 1.64516 1.81564  C15 1.092
18 C 1.20370 3.44390 0.63705  C15 1.541, N19 1.441, H56 1.093, H57 1.095
19 N 2.04743 2.83245 -0.35863  C18 1.441, C20 1.352, H55 1.009
20 C 3.36532 2.64334 -0.12415  N19 1.352, O21 1.216, C22 1.530
21 O 3.92680 3.15140 0.82790  C20 1.216
22 C 4.15701 1.81622 -1.13960  C20 1.530, C23 1.531, C45 1.535, H54 1.097
23 C 3.37573 1.04628 -2.20767  C22 1.531, C24 1.530, H52 1.092, H53 1.092
24 C 2.58583 -0.12947 -1.62859  C23 1.530, N25 1.447, H50 1.092, H51 1.098
25 N 3.43874 -0.95608 -0.80294  C24 1.447, S26 1.664, C44 1.443
26 S 2.74425 -2.41151 -0.39361  N25 1.664, O27 1.434, O28 1.434, C29 1.796
27 O 2.42094 -3.08758 -1.61582  S26 1.434
28 O 3.62085 -3.05839 0.53836  S26 1.434
29 C 1.20196 -2.01464 0.43776  S26 1.796, C30 1.379, C34 1.384
30 C 0.00744 -2.25847 -0.20776  C29 1.379, C31 1.384, H43 1.078
31 C -1.19510 -2.00247 0.42736  C30 1.384, C32 1.392, H42 1.078
32 C -1.19495 -1.46543 1.71211  C31 1.392, C33 1.398, O37 1.359
33 C 0.02215 -1.19456 2.34502  C32 1.398, C34 1.380, H36 1.079
34 C 1.21542 -1.48530 1.71622  C29 1.384, C33 1.380, H35 1.078
35 H 2.15737 -1.33492 2.21936  C34 1.078
36 H 0.00066 -0.78316 3.34222  C33 1.079
37 O -2.31308 -1.18157 2.43079  C32 1.359, C38 1.412
38 C -3.54234 -1.72779 2.00292  O37 1.412, H39 1.093, H40 1.094, H41 1.089
39 H -3.87873 -1.28878 1.06060  C38 1.093
40 H -3.47319 -2.81444 1.89888  C38 1.094
41 H -4.25844 -1.48338 2.78558  C38 1.089
42 H -2.12071 -2.21591 -0.08200  C31 1.078
43 H 0.03700 -2.67136 -1.20335  C30 1.078
44 C 4.10767 -0.24135 0.25766  N25 1.443, C45 1.525, H48 1.090, H49 1.102
45 C 5.01744 0.82239 -0.34725  C22 1.535, C44 1.525, H46 1.090, H47 1.090
46 H 5.54443 1.35018 0.44766  C45 1.090
47 H 5.74230 0.34574 -1.00672  C45 1.090
48 H 4.67668 -0.97912 0.82363  C44 1.090
49 H 3.38272 0.24768 0.92807  C44 1.102
50 H 2.22143 -0.77109 -2.43309  C24 1.092
51 H 1.71815 0.21914 -1.05286  C24 1.098
52 H 2.70258 1.70297 -2.76179  C23 1.092
53 H 4.10527 0.64755 -2.91574  C23 1.092
54 H 4.82085 2.53325 -1.63800  C22 1.097
55 H 1.56198 2.27817 -1.04789  N19 1.009
56 H 1.86070 3.98640 1.32147  C18 1.093
57 H 0.52308 4.14886 0.14945  C18 1.095
58 H -2.06074 2.18859 1.79908  N12 1.011
59 H -2.04794 0.37137 -1.41193  C6 1.077
60 H -4.10038 -0.43208 -2.44209  C5 1.078
61 H -7.69000 -0.95327 -2.80041  C1 1.089
62 H -6.09246 -1.69943 -2.55547  C1 1.095

- Spin multiplicity: 1
- Kohn-Sham gap: 8.9 eV
- Relative energy (zero: lowest compared OMol25 entry of this formula, charge and spin): 0.786 eV
- SMILES string: COc1ccc(NC(=O)CCNC(=O)C2CCN(S(=O)(=O)c3ccc(OC)cc3)CC2)cc1
- HOMO level: -8.47 eV
- E: -51913.033 eV

natural (NBO) atomic charge list, values in e, 2 entries: -0.2524 0.1779

3.
Formula: C23H29N4O4
Source: OMol25
Level of theory: wB97M-V/def2-TZVPD

Last columns: bonded neighbours and bond lengths (Å).
CARTESIAN COORDINATES (ANGSTROEM)
1 C -2.37929 4.39539 2.17032  N2 1.443, H29 1.092, H30 1.097, H31 1.097
2 N -2.11571 2.98579 2.33271  C1 1.443, C3 1.367, C26 1.456
3 C -3.13065 2.08988 2.51880  N2 1.367, O4 1.227, C5 1.528
4 O -4.31874 2.37425 2.63434  C3 1.227
5 C -2.50375 0.69716 2.57655  C3 1.528, C6 1.529, N13 1.465, H32 1.107
6 C -3.02568 -0.24574 1.49249  C5 1.529, C7 1.512, H33 1.102, H34 1.102
7 C -4.50191 -0.53662 1.63797  C6 1.512, C8 1.398, C12 1.398
8 C -5.37756 -0.23735 0.59025  C7 1.398, C9 1.396, H35 1.093
9 C -6.75415 -0.39404 0.76490  C8 1.396, C10 1.401, H36 1.091
10 C -7.25263 -0.89342 1.97582  C9 1.401, C11 1.401, H37 1.092
11 C -6.36837 -1.24969 3.00262  C10 1.401, C12 1.399, H38 1.092
12 C -4.99047 -1.07938 2.82979  C7 1.398, C11 1.399, H39 1.093
13 N -1.07456 0.98932 2.44527  C5 1.465, C14 1.355, C26 1.474
14 C -0.15755 0.00088 2.58385  N13 1.355, C15 1.382, H40 1.093
15 C 1.20068 0.11830 2.35927  C14 1.382, C16 1.411, H41 1.091
16 C 2.19622 -0.80296 2.74948  C15 1.411, C17 1.473, H42 1.089
17 C 3.60590 -0.47776 2.47367  C16 1.473, C18 1.421, C25 1.433
18 C 4.60514 -1.48823 2.50708  C17 1.421, C19 1.384, H43 1.087
19 C 5.93653 -1.23011 2.23237  C18 1.384, C20 1.408, H44 1.086
20 C 6.34633 0.08768 1.95338  C19 1.408, N21 1.421, C24 1.406
21 N 7.72748 0.39954 1.83187  C20 1.421, O22 1.253, O23 1.252
22 O 8.04847 1.59865 1.65854  N21 1.253
23 O 8.56683 -0.52586 1.91440  N21 1.252
24 C 5.39132 1.11767 1.88290  C20 1.406, C25 1.389, H45 1.087
25 C 4.05344 0.84031 2.13314  C17 1.433, C24 1.389, H46 1.093
26 C -0.78142 2.41529 2.21338  N2 1.456, N13 1.474, C27 1.535, C28 1.534
27 C -0.23334 2.67851 0.80347  C26 1.535, H47 1.099, H48 1.098, H49 1.092
28 C 0.15291 2.99922 3.28030  C26 1.534, H50 1.098, H51 1.094, H52 1.097
29 H -3.45777 4.56061 2.22324  C1 1.092
30 H -1.88481 4.97479 2.95993  C1 1.097
31 H -2.00716 4.75093 1.20110  C1 1.097
32 H -2.71088 0.26546 3.57448  C5 1.107
33 H -2.83017 0.21342 0.51014  C6 1.102
34 H -2.44222 -1.17885 1.54964  C6 1.102
35 H -4.96505 0.15452 -0.34271  C8 1.093
36 H -7.43374 -0.11662 -0.04288  C9 1.091
37 H -8.32959 -1.00725 2.11783  C10 1.092
38 H -6.74546 -1.65090 3.94516  C11 1.092
39 H -4.28714 -1.34090 3.62465  C12 1.093
40 H -0.57758 -0.96747 2.86592  C14 1.093
41 H 1.52834 0.99541 1.79965  C15 1.091
42 H 1.97212 -1.51659 3.54162  C16 1.089
43 H 4.31557 -2.51253 2.72648  C18 1.087
44 H 6.68182 -2.02000 2.24496  C19 1.086
45 H 5.72737 2.12439 1.64958  C24 1.087
46 H 3.35097 1.67582 2.07744  C25 1.093
47 H -0.98146 2.38492 0.05354  C27 1.099
48 H -0.01880 3.75017 0.70089  C27 1.098
49 H 0.68625 2.12192 0.61171  C27 1.092
50 H -0.34859 2.97450 4.25676  C28 1.098
51 H 1.08311 2.42805 3.34658  C28 1.094
52 H 0.39215 4.03844 3.02297  C28 1.097
53 C 2.59380 -4.08417 2.86860  N54 1.439, H56 1.094, H57 1.098, H58 1.097
54 N 1.83112 -3.17822 2.05136  C53 1.439, O55 1.428, H59 1.017
55 O 0.62639 -2.89414 2.76408  N54 1.428, H60 0.974
56 H 3.45653 -4.45229 2.30476  C53 1.094
57 H 2.93662 -3.58656 3.78556  C53 1.098
58 H 1.96638 -4.93723 3.15523  C53 1.097
59 H 2.29441 -2.35085 1.68248  N54 1.017
60 H -0.02509 -3.49044 2.35262  O55 0.974

- Spin multiplicity: 1
- Kohn-Sham gap: 6.0 eV
- Net charge: +1
- Relative energy (zero: lowest compared OMol25 entry of this formula, charge and spin): 0.548 eV
- HOMO level: -11.38 eV
- E: -38460.146 eV

natural (NBO) atomic charge list, values in e, 2 entries: -0.4239 -0.4534

4.
Formula: C23H29N5O4
Source: OMol25
Level of theory: wB97M-V/def2-TZVPD

Last columns: bonded neighbours and bond lengths (Å).
CARTESIAN COORDINATES (ANGSTROEM)
1 C -5.16906 -0.62955 0.01424  H2 1.087, H3 1.091, H4 1.092, O5 1.422
2 H -5.57593 0.24420 0.51652  C1 1.087
3 H -5.87828 -1.01079 -0.72244  C1 1.091
4 H -4.94518 -1.42125 0.73179  C1 1.092
5 O -3.97843 -0.19888 -0.63289  C1 1.422, C6 1.334
6 C -3.18827 -1.15576 -1.12137  O5 1.334, O7 1.200, C8 1.524
7 O -3.40105 -2.33199 -1.01841  C6 1.200
8 C -1.97477 -0.56685 -1.83138  C6 1.524, N9 1.433, H60 1.096, H61 1.094
9 N -1.73423 0.79786 -1.46731  C8 1.433, C10 1.352, C13 1.375
10 C -1.20183 1.26353 -0.31512  N9 1.352, N11 1.322, C28 1.489
11 N -1.17349 2.58381 -0.26496  C10 1.322, C12 1.352
12 C -1.72805 2.99216 -1.42800  N11 1.352, C13 1.385, N19 1.360
13 C -2.09177 1.90313 -2.20289  N9 1.375, C12 1.385, C14 1.428
14 C -2.68301 2.04267 -3.49514  C13 1.428, O15 1.218, N16 1.396
15 O -3.00887 1.14919 -4.25588  C14 1.218
16 N -2.86140 3.38707 -3.82761  C14 1.396, C17 1.390, C24 1.454
17 C -2.51419 4.50283 -3.07449  N16 1.390, O18 1.213, N19 1.379
18 O -2.71568 5.62986 -3.47431  C17 1.213
19 N -1.92849 4.26971 -1.84774  C12 1.360, C17 1.379, C20 1.446
20 C -1.52936 5.37912 -1.00980  N19 1.446, H21 1.089, H22 1.090, H23 1.088
21 H -2.01398 5.29371 -0.03790  C20 1.089
22 H -0.44874 5.36390 -0.86780  C20 1.090
23 H -1.83076 6.29855 -1.50715  C20 1.088
24 C -3.47131 3.63103 -5.12513  N16 1.454, H25 1.090, H26 1.086, H27 1.089
25 H -2.78937 3.32107 -5.91747  C24 1.090
26 H -3.68524 4.69294 -5.20902  C24 1.086
27 H -4.38583 3.04458 -5.20463  C24 1.089
28 C -0.69784 0.36025 0.75546  C10 1.489, N29 1.456, H58 1.095, H59 1.098
29 N 0.26887 -0.57470 0.19876  C28 1.456, C30 1.452, C34 1.454
30 C 0.51321 -1.74295 1.02633  N29 1.452, C31 1.531, H56 1.093, H57 1.093
31 C 1.35512 -1.45173 2.27145  C30 1.531, C32 1.533, H54 1.093, H55 1.091
32 C 2.68968 -0.79245 1.90519  C31 1.533, C33 1.533, C39 1.540, H53 1.097
33 C 2.42371 0.41618 0.99990  C32 1.533, C34 1.533, H37 1.091, H38 1.092
34 C 1.52223 0.05508 -0.18573  N29 1.454, C33 1.533, H35 1.094, H36 1.093
35 H 2.04250 -0.64103 -0.84991  C34 1.094
36 H 1.28947 0.95629 -0.75813  C34 1.093
37 H 3.36470 0.81958 0.62224  C33 1.091
38 H 1.94175 1.20149 1.58647  C33 1.092
39 C 3.67430 -1.78342 1.25798  C32 1.540, C40 1.502, H51 1.090, H52 1.093
40 C 4.04702 -2.88321 2.21019  C39 1.502, C41 1.389, C45 1.390
41 C 3.48524 -4.14873 2.10117  C40 1.389, C42 1.384, H50 1.081
42 C 3.81129 -5.14763 3.00200  C41 1.384, C43 1.384, H49 1.080
43 C 4.70537 -4.89336 4.02713  C42 1.384, C44 1.385, H48 1.080
44 C 5.27366 -3.63600 4.14397  C43 1.385, C45 1.383, H47 1.080
45 C 4.94581 -2.64032 3.24218  C40 1.390, C44 1.383, H46 1.081
46 H 5.39649 -1.66200 3.33487  C45 1.081
47 H 5.97601 -3.43205 4.93917  C44 1.080
48 H 4.96152 -5.67228 4.72997  C43 1.080
49 H 3.36672 -6.12720 2.90190  C42 1.080
50 H 2.78835 -4.35760 1.30137  C41 1.081
51 H 3.24131 -2.21174 0.35446  C39 1.090
52 H 4.57388 -1.23220 0.97252  C39 1.093
53 H 3.15738 -0.43406 2.83037  C32 1.097
54 H 0.79739 -0.78199 2.93044  C31 1.093
55 H 1.53478 -2.38031 2.81519  C31 1.091
56 H 1.02397 -2.47641 0.39640  C30 1.093
57 H -0.45021 -2.17121 1.31439  C30 1.093
58 H -1.53800 -0.22096 1.15044  C28 1.095
59 H -0.30601 0.99024 1.56557  C28 1.098
60 H -2.17448 -0.60370 -2.90848  C8 1.096
61 H -1.09863 -1.17572 -1.58895  C8 1.094

- Spin multiplicity: 1
- Kohn-Sham gap: 8.9 eV
- Relative energy (zero: lowest compared OMol25 entry of this formula, charge and spin): 0.333 eV
- SMILES string: COC(=O)Cn1c(CN2CCC(Cc3ccccc3)CC2)nc2c1c(=O)n(C)c(=O)n2C
- HOMO level: -8.31 eV
- E: -39964.485 eV

natural (NBO) atomic charge list, values in e, 2 entries: -0.2610 0.1986

> Kohn-Sham gap of number 1 (C23H29N3O6)?

8.2 eV

> What is the formula in the third record?

C23H29N4O4

> Look up the Kohn-Sham gap of the first one.

8.2 eV

> Which of these has the lowest E?

C23H29N3O6S